1.
Formula: C4H5ClN2S
Source: the Open Molecules 2025 dataset
Level of theory: ωB97M-V/def2-TZVPD

Each line ends with the Mulliken charge.
Geometry (Å):
C1 -0.624 0.275 0.136  -1.053
C2 0.596 -0.509 0.479  -0.194
C3 1.767 -0.149 -0.479  -0.168
N1 2.433 0.970 -0.460  -0.383
N2 2.395 1.834 0.546  -0.356
C4 1.911 1.432 1.659  0.524
Cl1 2.204 2.492 2.983  -0.161
S1 1.095 -0.041 2.185  -0.136
H1 -0.480 1.312 0.338  0.325
H2 -1.460 -0.020 0.756  0.362
H3 -0.662 0.025 -0.990  0.296
H4 0.514 -1.546 0.498  0.416
H5 2.102 -0.564 -1.371  0.528

Computed properties:
Kohn-Sham gap ... 9.22 eV
Largest force on an atom ... 3.5 eV/Å
Structure (SMILES) ... C[C@H]1C=NN=C(Cl)S1

***

2.
Formula: CH7N2
Source: the Open Molecules 2025 dataset
Level of theory: ωB97M-V/def2-TZVPD

Each line ends with the Mulliken charge.
Geometry (Å):
N1 -1.708 0.387 0.322  -0.916
H1 -1.777 1.202 -0.298  0.302
H2 -2.499 -0.210 0.114  0.263
H3 -1.874 0.785 1.249  0.279
H4 -0.093 0.202 -0.008  0.394
C1 1.667 -0.771 -0.570  -0.036
N2 0.980 0.055 0.101  -0.098
H5 2.691 -1.020 -0.299  0.273
H6 1.186 -1.263 -1.418  0.257
H7 1.426 0.633 0.808  0.281

Computed properties:
Net charge ... +1
Kohn-Sham gap ... 10.96 eV
Largest force on an atom ... 1.1 eV/Å

***

3.
Formula: C3H5NO2S
Source: the Open Molecules 2025 dataset
Level of theory: ωB97M-V/def2-TZVPD

Each line ends with the Mulliken charge.
Geometry (Å):
C1 0.671 1.110 0.157  -0.582
C2 -0.593 1.441 0.639  -0.453
C3 0.429 -0.205 -0.518  0.097
N1 1.160 -1.299 -0.080  -0.511
O1 -2.331 0.117 -1.076  -0.585
O2 -1.801 -0.957 1.057  -0.577
S1 -1.353 -0.107 -0.023  0.831
H1 1.676 1.449 0.076  0.414
H2 -0.626 2.337 1.225  0.439
H3 0.517 -0.333 -1.558  0.449
H4 1.186 -1.577 0.937  0.238
H5 1.066 -1.977 -0.835  0.238

Computed properties:
Kohn-Sham gap ... 10.16 eV
Largest force on an atom ... 4.4 eV/Å

***

4.
Formula: C23H26N2O7S
Source: the Open Molecules 2025 dataset
Level of theory: ωB97M-V/def2-TZVPD

Each line ends with the Mulliken charge.
Geometry (Å):
C1 -1.342 -0.813 4.474  -1.003
C2 -2.632 -1.271 3.796  -0.403
O1 -2.628 -1.108 2.394  -0.092
C3 -2.786 0.228 1.967  -0.736
C4 -2.724 0.291 0.481  0.385
C5 -2.262 1.345 -0.275  0.322
C6 -1.643 2.586 0.164  0.471
O2 -1.445 2.885 1.319  -0.686
O3 -1.252 3.347 -0.883  -0.423
C7 -0.362 4.409 -0.581  -0.593
C8 1.056 3.882 -0.297  0.697
O4 1.870 4.522 0.322  -0.640
N1 1.244 2.643 -0.822  -0.226
C9 2.220 1.699 -0.499  0.648
C10 3.400 2.009 0.172  -0.525
C11 4.283 0.996 0.491  -0.791
C12 4.029 -0.343 0.189  0.574
C13 5.027 -1.387 0.582  -1.844
C14 2.845 -0.629 -0.480  0.041
S1 2.184 -2.275 -0.815  1.031
O5 3.213 -3.272 -0.858  -0.748
O6 1.301 -2.172 -1.939  -0.679
N2 1.234 -2.602 0.524  0.118
C15 1.964 -2.779 1.752  -0.951
C16 0.037 -1.806 0.626  -1.285
C17 1.962 0.374 -0.830  -0.558
O7 -2.328 1.077 -1.613  -0.526
C18 -2.842 -0.165 -1.729  0.179
C19 -3.084 -0.869 -2.900  -1.146
C20 -3.607 -2.138 -2.769  -0.423
C21 -3.884 -2.693 -1.515  -0.893
C22 -3.645 -1.999 -0.353  -0.162
C23 -3.114 -0.711 -0.457  0.680
H1 -1.373 -1.083 5.526  0.421
H2 -1.218 0.264 4.399  0.310
H3 -0.487 -1.297 4.010  0.131
H4 -2.765 -2.346 3.947  0.333
H5 -3.493 -0.746 4.234  0.339
H6 -3.763 0.615 2.307  0.399
H7 -2.009 0.882 2.380  0.467
H8 -0.353 5.065 -1.454  0.395
H9 -0.697 4.965 0.300  0.350
H10 0.477 2.273 -1.372  0.168
H11 3.608 3.031 0.441  0.517
H12 5.202 1.244 1.001  0.454
H13 6.029 -1.059 0.312  0.541
H14 5.010 -1.538 1.661  0.291
H15 4.814 -2.329 0.089  0.386
H16 1.348 -3.337 2.457  0.336
H17 2.855 -3.356 1.520  0.353
H18 2.250 -1.821 2.207  0.310
H19 0.240 -0.795 1.005  0.319
H20 -0.677 -2.291 1.291  0.574
H21 -0.397 -1.744 -0.368  0.435
H22 1.073 0.099 -1.377  0.523
H23 -2.863 -0.437 -3.863  0.471
H24 -3.806 -2.720 -3.656  0.413
H25 -4.292 -3.691 -1.467  0.413
H26 -3.844 -2.420 0.618  0.536

Computed properties:
Kohn-Sham gap ... 8.52 eV
Largest force on an atom ... 1.2 eV/Å
Structure (SMILES) ... CCOCc1c(C(=O)OCC(=O)Nc2ccc(C)c(S(=O)(=O)N(C)C)c2)oc2ccccc12

***

How do the records compare in ΔE to the lowest compared entry with this formula, charge and spin? In the order shown, they have 231.0 17.4 304.3 104.1 kJ/mol.
How do the records compare in highest occupied orbital energy? In the order shown, they have -9.25 -15.93 -9.71 -8.76 eV.